[1]
This record from the Open Molecules 2025 dataset describes a cluster of 11 separate species, C34H58N11O11 in total. The level of theory is ωB97M-V with the def2-TZVPD basis set.

Total charge: +1
Multiplicity: 1
Energy above the lowest of the compared OMol25 structures with the same formula, charge and spin in kJ/mol: 349.2
Kohn-Sham gap in eV: 3.94
M in g mol⁻¹: 796.90
Lowest unoccupied orbital energy in eV: -4.8

Cartesian coordinates (Å):
C (-61.528, -40.813, -38.892)
C (-61.441, -41.712, -37.663)
C (-62.838, -42.075, -37.090)
C (-63.432, -43.176, -37.906)
C (-62.693, -44.468, -37.984)
C (-61.253, -44.106, -38.659)
N (-60.614, -42.929, -38.143)
O (-59.416, -42.866, -38.189)
C (-61.465, -43.958, -40.198)
C (-60.286, -45.214, -38.315)
C (-60.573, -41.111, -36.600)
H (-60.680, -40.647, -39.376)
H (-62.228, -39.947, -38.703)
H (-62.114, -41.475, -39.732)
H (-63.296, -41.164, -36.861)
H (-62.670, -42.731, -36.136)
H (-63.587, -42.759, -38.909)
H (-64.207, -43.448, -37.513)
H (-63.268, -45.284, -38.569)
H (-62.593, -44.917, -36.946)
H (-60.535, -43.827, -40.809)
H (-62.148, -43.326, -40.456)
H (-61.734, -44.817, -40.581)
H (-60.917, -46.198, -38.315)
H (-59.969, -45.070, -37.148)
H (-59.475, -45.325, -38.998)
H (-60.923, -40.051, -36.242)
H (-59.661, -40.977, -36.662)
H (-60.770, -41.740, -35.600)
N (-61.122, -39.879, -42.567)
C (-61.724, -41.051, -42.916)
C (-63.062, -40.685, -43.510)
C (-63.136, -39.080, -43.471)
C (-61.807, -38.795, -42.870)
H (-60.086, -39.890, -42.388)
H (-61.361, -41.901, -42.692)
H (-63.783, -41.488, -43.951)
H (-63.964, -38.460, -44.004)
H (-61.339, -37.814, -42.638)
N (-61.196, -46.609, -34.639)
C (-60.710, -45.305, -34.312)
C (-61.939, -44.498, -33.978)
C (-63.119, -45.340, -34.244)
C (-62.536, -46.627, -34.848)
H (-60.598, -47.232, -34.854)
H (-59.641, -45.181, -34.241)
H (-61.916, -43.539, -33.678)
H (-63.962, -44.915, -34.127)
H (-63.120, -47.510, -35.131)
N (-57.125, -39.917, -42.590)
C (-57.604, -41.174, -42.423)
C (-57.912, -41.398, -40.933)
C (-57.752, -40.055, -40.341)
C (-57.072, -39.160, -41.429)
H (-56.741, -39.614, -43.548)
H (-57.635, -41.719, -43.287)
H (-58.100, -42.456, -40.343)
H (-58.064, -39.495, -39.505)
H (-56.762, -38.224, -41.490)
N (-62.625, -40.209, -33.929)
C (-61.395, -39.533, -33.587)
C (-60.934, -40.162, -32.425)
C (-62.028, -41.072, -31.935)
C (-63.205, -40.967, -32.900)
H (-63.298, -39.832, -34.661)
H (-61.268, -38.814, -34.168)
H (-60.031, -40.085, -31.647)
H (-62.020, -42.015, -31.140)
H (-64.094, -41.553, -32.951)
N (-57.969, -43.349, -33.691)
C (-59.026, -42.699, -33.105)
C (-59.074, -43.369, -31.573)
C (-58.004, -44.391, -31.568)
C (-57.392, -44.485, -32.991)
H (-57.609, -43.071, -34.724)
H (-59.530, -41.770, -33.616)
H (-59.531, -42.977, -30.668)
H (-57.690, -44.779, -30.647)
H (-56.570, -45.005, -33.376)
C (-56.079, -41.589, -37.992)
N (-56.676, -42.731, -37.305)
O (-56.393, -43.836, -37.736)
O (-57.148, -42.627, -36.189)
H (-56.144, -41.754, -39.105)
H (-54.993, -41.208, -37.757)
H (-56.457, -40.706, -37.618)
C (-57.940, -45.637, -43.459)
N (-58.454, -45.876, -42.063)
O (-58.459, -45.002, -41.223)
O (-59.059, -46.861, -41.853)
H (-57.814, -46.697, -43.884)
H (-56.822, -45.198, -43.339)
H (-58.696, -45.132, -43.925)
C (-66.501, -37.120, -36.848)
N (-65.452, -38.235, -37.147)
O (-64.616, -38.542, -36.267)
O (-65.212, -38.450, -38.369)
H (-67.374, -37.749, -36.847)
H (-66.563, -36.535, -37.949)
H (-66.571, -36.519, -36.007)
C (-67.032, -41.919, -33.946)
N (-66.599, -42.152, -35.345)
O (-66.063, -41.191, -36.003)
O (-66.546, -43.357, -35.710)
H (-68.073, -41.484, -33.947)
H (-66.378, -41.094, -33.619)
H (-67.122, -42.847, -33.387)
C (-61.481, -49.561, -42.088)
N (-61.497, -49.424, -40.599)
O (-61.527, -50.415, -39.957)
O (-61.613, -48.317, -40.073)
H (-61.666, -48.685, -42.458)
H (-62.221, -50.170, -42.383)
H (-60.562, -50.059, -42.213)

Mulliken atomic charge list, values in e, 6 entries: C -1.232; C 1.136; C 0.064; C -2.501; C 0.203; C 0.910

***

[2]
This record from the Open Molecules 2025 dataset describes a structure of composition C24H38I2N2O6RuSi3. The level of theory is ωB97M-V with the def2-TZVPD basis set.

Total charge: -1
Multiplicity: 2
Kohn-Sham gap (alpha / beta) in eV: 4.09 / 3.84
M in g mol⁻¹: 889.71
Lowest unoccupied orbital energy (alpha / beta) in eV: 0.6 / 0.5

Cartesian coordinates (Å):
Ru (0.126, -0.029, 0.456)
O (-1.913, 3.288, -4.712)
C (-1.310, 2.640, -3.680)
C (-0.213, 1.828, -3.851)
C (0.315, 1.102, -2.763)
N (-0.133, 1.369, -1.520)
C (-1.189, 2.170, -1.370)
C (-1.813, 2.830, -2.409)
C (-1.769, 2.287, 0.027)
O (-2.561, 3.189, 0.266)
O (-1.382, 1.365, 0.809)
C (-0.395, -0.848, -2.947)
O (-0.851, -0.989, -4.025)
O (-0.106, -1.340, -1.925)
H (-1.533, 2.986, -5.544)
H (0.187, 1.666, -4.843)
H (-2.667, 3.463, -2.213)
C (-2.742, -1.176, 4.324)
Si (-2.213, -0.100, 2.839)
C (-3.866, 0.413, 2.097)
C (-1.374, 1.358, 3.676)
C (-1.107, -1.210, 1.809)
Si (-2.033, -2.267, 0.574)
C (-0.979, -3.648, -0.163)
C (-2.904, -1.313, -0.807)
C (-3.416, -3.226, 1.435)
Si (0.240, -2.047, 2.730)
C (-0.217, -3.672, 3.574)
C (1.186, -1.054, 3.999)
C (1.552, -2.423, 1.415)
C (2.483, -3.453, 1.441)
C (3.447, -3.544, 0.448)
C (3.467, -2.579, -0.542)
C (2.523, -1.569, -0.514)
N (1.573, -1.505, 0.422)
H (-3.514, -0.650, 4.899)
H (-1.906, -1.375, 5.005)
H (-3.160, -2.138, 4.013)
H (-4.147, 1.389, 2.503)
H (-4.653, -0.303, 2.354)
H (-3.837, 0.518, 1.013)
H (-1.716, 1.444, 4.713)
H (-1.615, 2.283, 3.152)
H (-0.288, 1.258, 3.687)
H (-0.032, -3.297, -0.569)
H (-1.531, -4.115, -0.987)
H (-0.768, -4.421, 0.581)
H (-2.504, -0.303, -0.919)
H (-3.974, -1.227, -0.606)
H (-2.777, -1.822, -1.768)
H (-3.026, -3.851, 2.244)
H (-3.903, -3.884, 0.705)
H (-4.180, -2.565, 1.853)
H (-1.109, -3.519, 4.189)
H (0.585, -4.025, 4.231)
H (-0.441, -4.461, 2.850)
H (0.590, -0.900, 4.905)
H (1.477, -0.075, 3.615)
H (2.101, -1.585, 4.277)
H (2.448, -4.175, 2.248)
H (4.181, -4.340, 0.457)
H (4.234, -2.575, -1.306)
H (2.508, -0.781, -1.250)
I (1.949, 1.844, 1.152)
I (5.014, 0.845, 0.599)
C (3.628, 1.229, -3.998)
C (2.360, 0.402, -3.919)
C (2.681, -1.087, -3.888)
O (1.667, 0.845, -2.735)
H (4.224, 0.914, -4.856)
H (4.213, 1.086, -3.087)
H (3.396, 2.291, -4.094)
H (1.750, 0.589, -4.803)
H (3.509, -1.281, -3.205)
H (2.975, -1.405, -4.890)
H (1.827, -1.687, -3.580)

Mulliken atomic charge list, values in e, 6 entries: Ru 0.178; O -0.577; C 0.572; C 0.015; C 0.106; N 0.405

***

[3]
This record from the Open Molecules 2025 dataset describes an isolated molecule of C5H9NS2. The level of theory is ωB97M-V with the def2-TZVPD basis set.

Multiplicity: 1
Energy above the lowest of the compared OMol25 structures with the same formula, charge and spin in kJ/mol: 180.2
SMILES: NCC1=CSCSC1
Kohn-Sham gap in eV: 8.76
M in g mol⁻¹: 147.27
Lowest unoccupied orbital energy in eV: 0.7

Cartesian coordinates (Å):
C (0.829, -1.507, -0.880)
C (0.106, -0.274, -0.377)
C (-1.109, -0.041, -1.067)
C (-1.625, 2.082, 0.749)
C (0.784, 0.708, 0.588)
H (2.069, -1.800, 0.743)
H (0.734, -2.502, 0.839)
H (1.721, -1.122, -1.477)
H (0.168, -2.001, -1.566)
H (-1.333, -0.729, -1.892)
H (-1.690, 1.660, 1.710)
H (-2.125, 3.069, 0.886)
H (0.539, 0.479, 1.634)
H (1.822, 0.949, 0.346)
N (1.455, -2.436, 0.096)
S (-2.415, 1.023, -0.574)
S (0.069, 2.443, 0.243)

natural (NBO) atomic charge list, values in e, 6 entries: C -0.244; C -0.077; C -0.363; C -0.675; C -0.534; H 0.335

***

[4]
This record from the Open Molecules 2025 dataset describes a structure of composition C12H19BiNO12P2. The level of theory is ωB97M-V with the def2-TZVPD basis set.

Total charge: -1
Multiplicity: 1
Energy above the lowest of the compared OMol25 structures with the same formula, charge and spin in kJ/mol: 305.0
Kohn-Sham gap in eV: 6.77
M in g mol⁻¹: 640.21
Lowest unoccupied orbital energy in eV: 2.8

Cartesian coordinates (Å):
Bi (0.029, 0.043, -0.009)
C (1.142, 2.769, -0.982)
C (0.373, 3.126, 0.120)
C (-1.009, 2.964, 0.080)
C (-1.630, 2.470, -1.064)
C (-0.867, 2.135, -2.173)
C (0.523, 2.274, -2.130)
H (2.216, 2.888, -0.944)
H (0.839, 3.525, 1.005)
H (-1.605, 3.241, 0.942)
H (-2.705, 2.344, -1.089)
H (-1.375, 1.811, -3.064)
H (1.123, 2.015, -2.993)
O (0.868, -4.228, -1.121)
C (0.666, -2.898, -1.073)
O (-0.038, -2.410, -0.238)
C (0.976, -2.185, -2.368)
O (0.555, -0.848, -2.291)
C (-0.567, -0.468, -3.111)
C (-2.011, -0.421, -2.350)
O (-2.917, -0.244, -3.168)
O (-2.091, -0.672, -1.114)
H (0.624, -4.586, -0.256)
H (2.041, -2.232, -2.598)
H (0.439, -2.731, -3.149)
H (-0.357, 0.456, -3.627)
H (-0.671, -1.198, -3.920)
N (0.506, -0.608, 5.247)
C (-0.052, 0.405, 4.276)
C (-0.720, 1.541, 5.050)
P (-1.348, -0.602, 3.336)
O (-2.622, 0.398, 3.466)
O (-1.521, -1.789, 4.238)
O (-1.092, -0.836, 1.884)
P (1.457, 0.977, 3.313)
O (1.754, 2.387, 4.116)
O (2.494, -0.013, 3.745)
O (1.142, 1.350, 1.909)
H (-0.142, -1.432, 5.164)
H (0.584, -0.240, 6.188)
H (1.461, -0.809, 4.846)
H (-1.566, 1.173, 5.633)
H (-1.091, 2.295, 4.361)
H (0.000, 2.020, 5.716)
H (-3.332, 0.053, 2.909)
H (2.502, 2.812, 3.682)
O (1.780, -0.806, 0.331)

natural (NBO) atomic charge list, values in e, 6 entries: Bi 2.021; C -0.227; C -0.178; C -0.240; C -0.217; C -0.189

***

[5]
This record from the Open Molecules 2025 dataset describes a structure of composition C35H56N2O2Pr. The level of theory is ωB97M-V with the def2-TZVPD basis set.

Total charge: -1
Multiplicity: 3
Kohn-Sham gap (alpha / beta) in eV: 3.76 / 3.91
M in g mol⁻¹: 677.75
Lowest unoccupied orbital energy (alpha / beta) in eV: 2.4 / 2.4

Cartesian coordinates (Å):
Pr (-1.045, 2.467, -1.591)
C (-3.664, 4.583, -1.403)
N (-2.404, 4.460, -0.636)
C (-1.498, 5.656, -0.827)
C (-2.693, 4.192, 0.785)
C (-1.424, 3.743, 1.521)
N (-0.897, 2.425, 1.103)
C (0.527, 2.424, 1.543)
C (1.474, 1.345, 1.073)
C (2.347, 0.784, 2.004)
C (3.445, 0.002, 1.626)
C (3.492, -0.413, 0.306)
C (2.660, 0.030, -0.670)
C (1.685, 1.061, -0.264)
O (1.074, 1.788, -1.135)
C (2.835, -0.441, -2.094)
C (4.159, 0.072, -2.693)
C (2.926, -1.939, -2.003)
C (1.685, -0.106, -3.064)
C (4.390, -0.525, 2.720)
C (3.613, -1.668, 3.464)
C (5.662, -1.052, 2.089)
C (4.656, 0.667, 3.682)
C (-1.765, 1.337, 1.655)
C (-1.727, 0.049, 0.885)
C (-1.016, -1.044, 1.337)
C (-1.206, -2.333, 0.879)
C (-1.974, -2.414, -0.301)
C (-2.690, -1.371, -0.856)
C (-2.452, -0.015, -0.312)
O (-2.751, 1.070, -0.977)
C (-3.573, -1.548, -2.109)
C (-4.106, -3.020, -2.089)
C (-2.866, -1.160, -3.404)
C (-4.914, -0.699, -1.964)
C (-0.755, -3.629, 1.525)
C (0.240, -4.404, 0.628)
C (-2.069, -4.448, 1.769)
C (-0.120, -3.345, 2.932)
H (-4.303, 5.427, -1.126)
H (-4.228, 3.647, -1.267)
H (-3.446, 4.684, -2.487)
H (-0.978, 5.918, 0.122)
H (-2.065, 6.554, -1.277)
H (-0.752, 5.448, -1.610)
H (-3.447, 3.437, 0.920)
H (-3.078, 5.176, 1.226)
H (-1.643, 3.755, 2.582)
H (-0.629, 4.502, 1.268)
H (0.615, 2.573, 2.612)
H (0.930, 3.312, 1.034)
H (2.068, 0.814, 3.031)
H (4.254, -1.155, 0.054)
H (4.999, -0.363, -2.162)
H (4.289, 1.166, -2.518)
H (4.152, -0.071, -3.796)
H (3.593, -2.345, -1.200)
H (3.315, -2.317, -3.006)
H (1.920, -2.428, -1.903)
H (1.589, 0.988, -3.294)
H (0.720, -0.427, -2.641)
H (1.724, -0.681, -4.019)
H (3.005, -2.314, 2.798)
H (2.925, -1.283, 4.243)
H (4.372, -2.273, 3.937)
H (5.501, -1.847, 1.350)
H (6.370, -1.453, 2.840)
H (6.123, -0.176, 1.611)
H (3.770, 0.843, 4.353)
H (4.754, 1.601, 3.060)
H (5.595, 0.612, 4.261)
H (-2.778, 1.718, 1.671)
H (-1.528, 1.202, 2.753)
H (-0.290, -0.938, 2.145)
H (-1.946, -3.382, -0.839)
H (-3.297, -3.750, -2.236)
H (-4.855, -3.166, -2.917)
H (-4.658, -3.230, -1.186)
H (-1.878, -1.550, -3.608)
H (-2.726, -0.065, -3.359)
H (-3.503, -1.356, -4.263)
H (-5.589, -1.140, -1.222)
H (-5.354, -0.643, -2.999)
H (-4.685, 0.292, -1.618)
H (-0.094, -4.459, -0.441)
H (0.257, -5.439, 0.996)
H (1.271, -4.052, 0.642)
H (-2.623, -4.633, 0.820)
H (-2.690, -3.935, 2.507)
H (-1.786, -5.402, 2.246)
H (0.858, -2.809, 2.817)
H (0.099, -4.330, 3.455)
H (-0.785, -2.727, 3.603)
C (-1.088, 3.323, -3.952)
H (-1.188, 4.058, -4.775)
H (-0.426, 2.512, -4.370)

Mulliken atomic charge list, values in e, 6 entries: Pr 0.955; C -1.136; N 0.469; C -1.000; C -1.040; C -0.973

***

| no. | maximum force (eV/A) |
| --- | --- |
| 1 | 11.82 |
| 2 | 5.04 |
| 3 | 3.94 |
| 4 | 3.70 |
| 5 | 3.23 |